1.
This record from the Open Molecules 2025 dataset describes a 2-piece molecular cluster, C7H16N2 overall. The level of theory is the ωB97M-V functional and the def2-TZVPD basis.

Each line ends with the Mulliken charge.
Atoms and positions in Å:
1 C -1.4341 0.8217 -1.3767  -1.6760
2 H -2.4938 1.0950 -1.3172  0.4277
3 H 0.4238 -1.5894 0.0627  0.2807
4 H -1.0864 -0.5555 1.7788  0.2997
5 N 0.8658 -2.6863 0.1670  -0.5849
6 H 1.1015 -2.5031 -1.8538  0.2198
7 H -2.0050 2.3326 0.7988  0.4358
8 C 1.7057 0.2324 1.1149  -1.3865
9 H 2.4568 1.0160 1.2448  0.4041
10 C 0.8755 0.4492 -0.1271  0.3730
11 H 1.8519 -4.0620 -1.0125  0.2637
12 C 1.3307 -3.0946 -0.9462  -0.2137
13 H 2.4084 1.1400 -1.0799  0.2731
14 H 2.3079 -0.6514 0.8889  0.4784
15 H 1.0938 0.0204 1.9910  0.2633
16 H -2.6228 -0.1785 0.8756  0.4535
17 C -0.8138 0.6866 0.0178  2.0360
18 H -0.6144 1.9408 1.7934  0.3617
19 C -1.5510 -0.3975 0.8020  -1.8286
20 C -0.9555 2.0188 0.7566  -1.8157
21 H -1.5618 -1.3296 0.2293  0.5611
22 N 1.4073 0.9578 -1.1832  -0.7274
23 H -0.9530 1.6218 -1.9481  0.3632
24 H -1.3503 -0.1051 -1.9520  0.3276
25 H -0.3873 2.8196 0.2751  0.4105

The HOMO energy is -9.628 eV. As for the SMILES: [H]/N=C(\C)C(C)(C)C.C=N. As for the spin multiplicity: 1. Its lowest unoccupied orbital energy is 0.9 eV. The net charge is 0.

---

2.
This record from the Open Molecules 2025 dataset describes a 2-piece molecular cluster, C7H16N2O7PS overall. The level of theory is the ωB97M-V functional and the def2-TZVPD basis.

Each line ends with the Mulliken charge.
Atoms and positions in Å:
1 C 4.1826 0.1899 1.5429  -0.9988
2 H 1.3018 1.0389 -1.6217  0.3162
3 N 0.7411 1.4193 1.3622  0.0817
4 H 2.5256 2.1131 -0.9112  0.4234
5 C 1.5515 0.9993 0.4932  -0.3355
6 H -2.5634 -5.0044 -0.8872  0.3112
7 O 1.9508 -1.1846 1.8276  -0.6257
8 O -3.3207 -2.5812 -2.5181  -0.5453
9 H -3.2557 -1.0345 -0.0906  0.3351
10 H -2.0972 2.5001 -0.1466  0.4746
11 C -0.1012 2.4997 0.8194  0.2291
12 H -0.2120 3.3501 1.4714  0.4083
13 O -3.2428 -0.1114 0.2326  -0.5525
14 P -1.7204 0.2152 0.5379  1.0255
15 O 2.8333 -1.0769 -0.3616  -0.6632
16 H -2.5133 -3.2834 -0.4101  0.1460
17 H 4.0506 0.2477 2.6119  0.3596
18 N -2.6642 -3.6138 -2.4625  0.9125
19 O -2.3784 -4.3176 -3.4002  -0.5093
20 C -2.1675 -4.0217 -1.1222  -0.5679
21 O -0.8778 -0.3785 -0.6769  -0.5019
22 H 4.3763 1.1695 1.1256  0.3711
23 H -0.2363 2.9362 -1.3337  0.3870
24 O -1.3447 -0.3841 1.7931  -0.6539
25 H -1.0830 -4.0459 -1.1700  0.2816
26 H 0.6770 1.0266 2.3035  0.2951
27 H -1.3152 -0.2490 -1.5381  0.3415
28 C 0.4920 2.8232 -0.5506  -0.9779
29 C -1.5829 2.0031 0.6663  -1.0366
30 H 1.0166 3.7687 -0.4767  0.3710
31 H -2.1263 2.2498 1.5694  0.4168
32 C 1.5336 1.6861 -0.7945  -0.3618
33 S 2.6465 -0.4123 0.8698  1.4327
34 H 4.9236 -0.5372 1.2458  0.4104

The HOMO energy is -13.634 eV. As for the spin multiplicity: 1. Its lowest unoccupied orbital energy is -4.8 eV. The net charge is +1.

---

3.
This record from the Open Molecules 2025 dataset describes C7H16NO5S2 as an isolated structure. The level of theory is the ωB97M-V functional and the def2-TZVPD basis.

Each line ends with the Mulliken charge.
Atoms and positions in Å:
1 H 3.8455 1.0520 -0.6905  0.3446
2 H -1.0536 -0.4428 2.2628  0.3471
3 H -2.7457 -0.8799 2.2765  0.3553
4 H -0.4455 3.0709 1.7538  0.4323
5 O 1.3294 -0.5718 -3.6077  -0.7530
6 O 2.8280 -0.4682 0.7499  -0.6334
7 H -1.9202 -2.4111 0.7593  0.4264
8 H -1.9621 2.5501 -0.1203  0.4186
9 C -1.7074 -1.3847 0.4491  -0.8119
10 H -2.4401 1.5428 2.2252  0.3354
11 H 0.2480 -0.4533 0.3436  -0.0942
12 H -0.9563 -0.5205 -2.0157  0.3588
13 C -1.4154 1.7276 0.3506  0.3244
14 C -2.3631 0.9761 1.2890  -0.7767
15 H -3.3715 0.9594 0.8606  0.3441
16 H 0.2985 -2.1859 0.2058  0.6064
17 H 0.3257 1.4874 1.6266  0.2187
18 S 1.3495 -0.4688 -2.1671  1.1646
19 H -1.0846 1.0835 -0.4641  -0.2933
20 C -0.1880 -1.1869 -1.6139  -1.0470
21 O 1.3926 0.8743 -1.6085  -0.6092
22 H -0.2719 -2.1539 -2.1108  0.4356
23 H 0.5444 2.6534 0.3359  0.2824
24 N 2.4508 -1.4431 -1.5684  -0.4688
25 O 4.4292 -2.0278 -0.2737  -0.6903
26 C -0.2684 -1.3055 -0.0975  -0.1323
27 O 4.2637 0.2650 -1.0651  -0.5080
28 S 3.4556 -0.9938 -0.4433  1.1329
29 C -1.9575 -0.4579 1.6449  -0.7565
30 H -2.4308 -1.1579 -0.3430  0.3451
31 C -0.1786 2.2712 1.0561  -1.2981

The HOMO energy is -5.766 eV. As for the spin multiplicity: 1. Its lowest unoccupied orbital energy is 3.2 eV. The net charge is -1.

---

4.
This record from the Open Molecules 2025 dataset describes C7H16NOP as an isolated structure. The level of theory is the ωB97M-V functional and the def2-TZVPD basis.

Each line ends with the Mulliken charge.
Atoms and positions in Å:
1 C 1.8877 1.0878 -1.5493  -1.7473
2 H -0.7199 1.3849 -1.5163  0.1745
3 H 1.5004 2.5246 0.3597  0.3744
4 C -1.9815 -0.7754 0.3964  -0.3360
5 H -1.6729 -0.4896 1.3809  0.3949
6 H -0.9932 1.3713 0.1986  0.4072
7 H 2.9129 0.7424 -1.5183  0.3979
8 H -2.2177 -1.9436 0.4067  0.3386
9 H 1.8508 2.1013 -1.8550  0.4866
10 C -3.2279 -0.0918 0.0109  -1.1854
11 H -3.5234 -0.7561 -0.8749  0.2724
12 H 2.4073 1.2825 1.4379  0.3118
13 O 1.4161 -1.8737 -1.4965  -0.7181
14 H 1.3736 -3.1268 1.0009  0.3275
15 C -0.4428 0.8176 -0.5811  -1.2495
16 N -0.9002 -0.5538 -0.5804  -0.1576
17 H 2.1607 -1.5483 1.6537  0.3274
18 C 1.0687 0.7064 -0.3231  1.5419
19 H 1.5383 0.5245 -2.4685  0.3878
20 H 0.3670 -2.0207 1.9770  0.2976
21 H -3.0865 0.8617 -0.4551  0.3550
22 H -3.8699 -0.1660 0.8607  0.3559
23 C 1.4470 1.5473 0.9092  -1.3064
24 P 0.8649 -1.1922 -0.3466  0.5420
25 C 1.2368 -2.0727 1.3017  -0.9131
26 H 0.6039 1.6585 1.6707  0.3201

The HOMO energy is -8.765 eV. As for the spin multiplicity: 1. Its lowest unoccupied orbital energy is 0.8 eV. The net charge is 0.

---

5.
This record from the Open Molecules 2025 dataset describes a 2-piece molecular cluster, C7H16O overall. The level of theory is the ωB97M-V functional and the def2-TZVPD basis.

Each line ends with the Mulliken charge.
Atoms and positions in Å:
1 H -0.8823 0.0962 2.2448  0.3901
2 C 0.1155 1.2289 0.7656  -0.1272
3 H 1.0677 1.3439 0.2585  0.2358
4 H 0.8611 -0.0839 2.2337  0.3332
5 H -2.4751 -1.3884 -2.5103  0.3207
6 H 3.0444 -1.8130 -0.5258  0.3688
7 H -1.7378 -2.0880 -3.6684  0.3152
8 C -0.1602 -1.3005 0.7515  -0.5913
9 C 0.9081 -1.4868 -0.3226  -0.2774
10 H -1.7599 1.9445 1.1859  0.2957
11 C -0.8384 2.1327 0.6364  -0.0992
12 H -1.1414 -1.2517 0.2784  0.2215
13 H -1.5203 3.3320 -0.9778  0.2755
14 H 2.4007 -2.2752 1.0598  0.3003
15 C -0.7850 3.4018 -0.1669  -1.1510
16 C 2.3233 -1.5417 0.2459  -1.2027
17 H 0.2088 3.5192 -0.6022  0.3117
18 O -2.5326 -2.1299 -3.1328  -0.6405
19 C -0.0258 -0.0324 1.5900  -0.8550
20 H 0.8574 -0.6986 -1.0704  0.3074
21 H 0.6928 -2.4269 -0.8252  0.3182
22 H -0.2146 -2.1645 1.4141  0.3571
23 H -1.0237 4.2748 0.4401  0.3176
24 H 2.6173 -0.5924 0.6976  0.2755

The HOMO energy is -9.319 eV. As for the SMILES: C/C=C/CCCC.O. As for the spin multiplicity: 1. Its lowest unoccupied orbital energy is 0.8 eV. The net charge is 0.

---

6.
This record from the Open Molecules 2025 dataset describes a 2-piece molecular cluster, C7H16O overall. The level of theory is the ωB97M-V functional and the def2-TZVPD basis.

Each line ends with the Mulliken charge.
Atoms and positions in Å:
1 H -2.1118 1.4327 -2.9389  0.2391
2 H -0.1261 -3.4064 2.5056  0.3412
3 H -0.7948 2.4098 -3.6513  0.2721
4 C 0.3488 -2.8122 1.7220  -1.1376
5 C -1.2049 -0.0765 -0.1100  -0.5330
6 C -0.7047 2.0424 -1.5044  -0.1371
7 C -0.2616 -1.3920 1.8671  -0.6580
8 H 0.2847 0.6070 1.1712  0.3535
9 H -1.1893 -0.4835 -1.1069  0.3488
10 H -2.6172 1.4996 -0.5169  0.3697
11 H 4.9270 0.7369 -0.2363  0.3200
12 H -1.2867 -1.4502 2.2009  0.4736
13 H 0.8638 -0.7372 0.1823  0.2472
14 H 1.4356 -2.7248 1.7822  0.3211
15 C -0.0127 -0.3773 0.7739  -0.4368
16 H 0.0670 -3.2407 0.7316  0.2951
17 H 3.6792 1.0171 -1.1743  0.3176
18 H 0.3307 -1.0208 2.8024  0.2202
19 H -1.3332 1.9939 0.5578  0.4061
20 C -1.5269 1.4126 -0.3891  -1.0152
21 O 4.4525 0.4709 -1.0253  -0.6401
22 H -2.1043 -0.5725 0.3155  0.3925
23 C -1.2138 1.9909 -2.7323  -0.7462
24 H 0.0987 2.6803 -1.2269  0.3862

The HOMO energy is -9.709 eV. As for the SMILES: C=CCCCCC.O. As for the spin multiplicity: 1. Its lowest unoccupied orbital energy is 0.7 eV. The net charge is 0.

---

Number 1: frontier orbital gap 10.49 eV. Number 2: frontier orbital gap 8.79 eV. Number 3: frontier orbital gap 8.97 eV. Number 4: frontier orbital gap 9.54 eV. Number 5: frontier orbital gap 10.09 eV. Number 6: frontier orbital gap 10.46 eV.